[1]
The following is a quantum chemistry calculation of a cluster of 3 separate species, C19H23F3N4O5 in total in a non-equilibrium geometry, from the Open Molecules 2025 dataset.

```
54
C19H23F3N4O5 | the Open Molecules 2025 dataset | ωB97M-V/def2-TZVPD
F -0.69214 -2.02289 0.60745
F 1.39411 -2.04655 1.61164
F 1.04948 -0.91017 -0.43370
O 5.53648 -0.38640 -0.71516
O -0.74429 -1.52651 3.53336
O -6.51090 0.42923 -0.10869
O 6.03143 1.74721 -0.33639
O -6.23781 1.36510 -2.10733
N 3.67413 0.81443 2.21478
N -2.93174 -3.00443 3.62379
N -0.50352 1.71508 5.01308
N -1.70348 1.42701 -0.21743
C 2.45583 0.62834 2.76350
C 4.76704 -1.41268 -1.36142
C 4.81542 1.32716 -2.32058
C 5.48134 0.92246 -1.03732
C -4.81526 -0.52666 -1.45798
C 0.49595 -1.21528 0.87419
C 5.47062 -1.91477 -2.60642
C 0.01034 0.12159 1.67003
C -2.48420 -0.07910 2.48315
C -1.96933 -2.24397 3.67963
C 1.19837 1.18372 1.93532
C -5.81684 0.65073 -4.39459
C 2.43208 -0.08731 4.20900
C -0.92782 -0.19654 2.96424
C -3.77072 0.09327 2.20017
C -0.98585 0.87195 0.60387
C -5.46547 1.62746 -3.29031
C -5.89528 0.47157 -1.15959
C -0.77668 0.86049 4.17242
H 1.46940 -0.66084 4.46080
H 4.40249 0.40817 2.85343
H -5.72881 2.63930 -3.60968
H 6.47551 -2.26821 -2.36042
H -6.88902 0.68322 -4.60581
H -4.39589 1.64396 -3.06669
H 0.83474 2.19268 2.39437
H 2.75676 0.68199 5.00655
H 5.58691 -1.12277 -3.34962
H 1.60172 1.47900 0.87797
H 4.68366 -2.23177 -0.64197
H -5.26742 -1.43726 -1.85598
H 5.56396 1.37889 -3.11362
H -4.05444 -0.16229 -2.14506
H 4.37074 2.31562 -2.18127
H -5.58110 -0.37768 -4.11188
H 3.28320 -0.88889 4.18703
H 3.74742 -1.07369 -1.56121
H -5.26998 0.89182 -5.30951
H -4.29606 -0.76139 -0.52532
H 4.90974 -2.73550 -3.06058
H -4.86853 0.05716 1.81488
H 4.00337 0.66854 -2.62232
```

Results
SMILES string	[H]/N=C(\C)C[C@@](C#N)(C(F)(F)F)[C@](C#C)(C#N)OC#N.CCOC(C)=O.CCOC(C)=O
DFT total energy	-44416.0737	eV
spin multiplicity	1
HOMO	-10.112	eV
Kohn-Sham gap	9.4	eV
LUMO	-0.680	eV



[2]
The following is a quantum chemistry calculation of a structure of composition C19H23GeHgN2 in a non-equilibrium geometry, from the Open Molecules 2025 dataset.

```
46
C19H23GeHgN2 | the Open Molecules 2025 dataset | ωB97M-V/def2-TZVPD
Hg -7.68397 -11.11252 7.71047
Ge -6.73994 -12.87765 6.09778
N -7.22501 -9.20672 9.37108
N -9.57091 -9.47848 7.79992
C -9.80818 -10.13354 3.89098
C -5.25760 -11.79985 3.84341
C -8.17459 -8.06926 9.24410
C -4.92372 -13.35371 6.68067
C -7.56598 -11.01464 3.84479
C -9.73077 -15.43999 7.60803
C -8.30543 -9.39927 2.16994
C -8.01459 -15.51011 5.50661
C -8.00997 -14.37084 6.34355
C -8.87108 -14.37302 7.39999
C -7.27096 -10.22605 2.68538
C -6.52983 -11.78000 4.46907
C -9.49739 -9.31759 2.81685
C -9.78628 -16.54209 6.77092
C -5.93620 -10.20751 2.17441
C -4.95745 -10.96450 2.75746
C -9.62128 -8.46291 8.87102
C -8.82224 -16.57847 5.72830
C -8.87163 -10.97581 4.40780
H -10.10909 -7.54612 8.52276
H -6.32227 -8.88026 9.11283
H -8.07436 -8.75950 1.30167
H -10.27300 -8.87228 9.65107
H -10.41879 -15.35865 8.46912
H -5.76374 -9.65995 1.26445
H -10.51127 -9.89703 7.66024
H -10.77549 -10.02803 4.37298
H -9.03164 -11.67907 5.21009
H -8.20696 -7.47534 10.15057
H -10.54187 -17.33886 6.98032
H -4.46897 -12.34169 4.30710
H -4.24687 -12.52021 6.59919
H -9.38676 -8.99413 6.93790
H -3.96870 -11.09747 2.37922
H -10.28198 -8.59945 2.47945
H -4.85481 -13.58999 7.73208
H -7.77335 -7.37376 8.47090
H -7.27602 -9.54530 10.34225
H -8.86291 -13.53921 8.08573
H -4.47430 -14.17531 6.07814
H -7.41295 -15.46678 4.63841
H -8.77794 -17.39912 5.02577
```

Results
charge	+1
DFT total energy	-83741.4803	eV
spin multiplicity	1
HOMO	-10.896	eV
Kohn-Sham gap	7.9	eV
LUMO	-2.989	eV



[3]
The following is a quantum chemistry calculation of a structure of composition C19H23IrN5, from the Open Molecules 2025 dataset.

```
48
C19H23IrN5 | the Open Molecules 2025 dataset | ωB97M-V/def2-TZVPD
Ir 0.14915 -0.20972 -0.73843
N -1.82425 0.86641 -0.64728
N 2.43486 -0.04651 -1.15818
N 0.86597 -1.91460 0.65095
N 0.49911 1.64554 -2.20321
N -0.19174 0.37453 1.33948
C 2.13258 -3.60948 2.50500
C -1.09162 1.30570 1.59242
C 1.21914 -3.13969 0.29581
C 1.07592 -1.50831 1.94539
C 1.85701 -4.02285 1.22553
C -3.92662 2.67466 -0.46172
C 2.79386 1.37299 -1.40884
C 0.94143 -3.62630 -1.08052
C -0.42791 1.31058 3.92226
C 0.40235 0.23290 3.65266
C 1.92680 1.88280 -2.53759
C -1.21360 1.82988 2.90982
C -1.98701 1.63224 0.47440
C 0.47209 -0.25750 2.32648
C -2.71244 0.95456 -1.63621
C 1.72980 -2.33154 2.87884
C -2.57942 0.06116 -2.82673
C -3.78631 1.86326 -1.55932
C -3.01081 2.54968 0.58676
H 1.90988 -1.98662 3.88674
H -4.48992 1.90715 -2.38035
H -2.71399 0.62107 -3.75268
H 0.96069 -0.23017 4.45335
H 2.63163 -4.26031 3.21055
H -3.36499 -0.69793 -2.80174
H 1.82215 -4.11191 -1.50489
H 2.12247 -5.01706 0.88789
H 0.10305 2.47451 -1.76905
H 2.12131 2.93962 -2.71675
H -1.61840 -0.45491 -2.84501
H 0.60575 -2.82604 -1.73779
H -0.49582 1.70945 4.92564
H 3.84921 1.47659 -1.66190
H 3.00623 -0.41756 -0.40440
H -3.12298 3.16173 1.46987
H 2.60845 1.93563 -0.49255
H -0.02839 1.50701 -3.06076
H -4.73876 3.38625 -0.39558
H 2.15548 1.35073 -3.46188
H 2.68534 -0.58951 -1.98409
H -1.91582 2.62303 3.12474
H 0.15908 -4.39114 -1.03712
```

Results
charge	+3
energy relative to the best compared isomer or geometry (same formula, charge and spin)	0.018	eV
DFT total energy	-30337.2908	eV
spin multiplicity	5
HOMO (alpha / beta)	-17.122 / -18.237	eV
Kohn-Sham gap (alpha / beta)	6.7 / 4.5	eV
LUMO (alpha / beta)	-10.464 / -13.738	eV